ORCA calculation (wB97M-V/def2-TZVPD) on a structure of composition C16H32O4 in a non-equilibrium geometry.

Structure (XYZ):
```
52
Properties=species:S:1:pos:R:3:forces:R:3
H 2.1164 -5.1152 -9.4133 0.24 -0.31 -0.12
H 1.7956 -6.4190 -11.4209 0.08 -0.06 -0.08
H 4.4125 -6.1817 -12.2323 -0.66 0.71 -0.01
C 4.7526 -7.4742 -14.4902 0.36 1.45 1.16
H 3.2776 -2.4599 -10.3656 -1.65 4.66 -0.03
H 4.5288 -4.9671 -6.9935 -0.63 -0.03 0.61
C 2.2741 -0.9205 -11.4711 -1.26 0.51 -2.39
H 5.4455 -4.2811 -10.6491 -0.31 -0.09 0.44
H 4.2828 -10.3320 -13.0246 0.11 0.17 -0.16
H 4.9268 -7.4702 -12.3690 0.41 -1.21 -0.16
O 0.2937 -1.1421 -10.3886 0.31 -0.35 -0.24
C 4.8403 -3.2891 -8.2691 -0.69 -1.81 0.11
H 1.1117 -2.7716 -9.1887 -0.44 1.11 0.18
C 2.2128 -4.5850 -10.3607 -0.48 -2.40 -0.30
H 2.3963 -3.1553 -11.6762 -0.77 2.18 -1.66
H 2.3849 -1.5378 -6.8490 0.53 0.35 -0.80
C 3.9106 -4.4200 -7.7053 1.96 -0.26 -0.90
C 3.2965 -7.7684 -14.6857 -0.25 -1.47 -1.28
H 0.3550 -1.0202 -12.5726 -0.33 -0.84 0.21
H 6.1094 -8.5342 -13.1432 -0.14 -0.29 0.04
C 3.9707 -9.2926 -13.1258 -0.50 0.64 -0.38
C 3.9180 -5.7570 -11.3587 1.43 0.66 -1.58
H 4.7463 -3.3840 -9.3509 0.52 1.22 1.24
H 3.0536 -7.6644 -15.7432 -0.39 -0.04 0.02
C 4.4749 -4.3144 -11.1440 -2.03 -1.51 0.28
O 3.3426 -3.7485 -10.3983 5.68 -12.20 3.96
H 2.2927 -5.1190 -12.5250 -0.48 0.40 0.17
H 0.6422 0.4682 -11.7996 -0.52 0.12 0.88
H 3.3020 -9.0337 -12.3049 -0.10 -0.25 0.31
C 2.6685 -3.7288 -7.2280 0.34 1.14 0.20
H 3.5452 -2.4034 -5.8394 0.20 0.52 0.22
H 2.5352 -7.2648 -14.0899 0.44 0.80 0.23
H 4.2527 -6.4172 -10.5586 -0.44 0.20 0.43
H 4.5638 -3.6322 -11.9894 -0.08 -0.36 -0.68
H 2.7483 -0.8524 -12.4502 0.46 0.24 -0.03
H 1.9709 -3.6098 -8.0570 -0.01 -0.43 0.47
H 3.6997 -5.1190 -8.5147 0.13 -0.10 0.26
H 2.2439 -4.2890 -6.3950 -0.37 0.36 -0.02
C 2.4079 -5.5226 -11.5191 1.39 -1.33 0.39
C 1.0342 -2.4215 -10.2181 -1.74 2.20 -0.29
H 5.4269 -7.7219 -15.3100 -0.47 -0.44 -0.11
H 0.3457 -3.1336 -10.6730 -0.44 0.38 -0.41
O 4.3431 -2.1153 -7.7371 -1.46 2.43 0.62
H 4.8630 -6.3985 -14.3537 0.24 0.26 0.01
C 2.3645 -2.3436 -10.9494 -3.44 8.23 -2.52
H 2.7052 -0.1858 -10.7910 0.04 -0.17 0.05
C 5.0735 -8.1960 -13.1688 0.04 -0.37 -0.65
H 5.8925 -3.4319 -8.0230 0.10 0.05 0.47
C 3.1800 -2.2834 -6.8594 1.01 -2.97 0.08
H 1.2620 -4.0678 -10.4900 1.27 -1.19 0.07
O 3.1838 -9.1476 -14.3452 0.79 -0.47 0.59
C 0.7649 -0.6047 -11.6520 2.01 -0.06 1.10
```
Forces are in eV/Å.

For the total energy, the calculation gives -25289.9574 eV. The HOMO-LUMO gap comes out at 0.3026 Eh. The highest occupied orbital energy comes out at -7.6380 eV.

=====

ORCA calculation (wB97M-V/def2-TZVPD) on an isolated molecule of H5P3S in a non-equilibrium geometry.

Structure (XYZ):
```
9
Properties=species:S:1:pos:R:3:forces:R:3
P 1.0390 0.0421 -0.0745 -0.87 -2.79 2.15
H -1.6245 -1.3902 -0.6000 -0.72 -3.06 0.86
H 1.6627 -0.1664 -1.2716 0.41 0.18 -0.79
P -1.1750 -0.1700 -0.5256 -0.06 3.60 -2.31
H 1.0828 -1.3136 0.5514 0.21 1.23 -1.00
H 1.0441 0.4466 2.1934 -0.91 -2.03 1.80
P 1.4655 1.3874 1.3837 1.39 2.95 -1.68
H -1.3102 -0.0874 -1.9676 0.56 0.21 0.51
S -2.1844 1.2516 0.3108 -0.02 -0.30 0.45
```
Forces are in eV/Å.

For the total energy, the calculation gives -38779.7869 eV. The HOMO-LUMO gap comes out at 0.2986 Eh. As for the structure (SMILES): P=[PH2][PH2]=S. The highest occupied orbital energy comes out at -8.0256 eV.

=====

ORCA calculation (wB97M-V/def2-TZVPD) on a structure of composition C4H8N2O in a non-equilibrium geometry.

Structure (XYZ):
```
15
Properties=species:S:1:pos:R:3:forces:R:3
N -0.6317 1.2674 1.7569 -0.29 0.09 -0.37
C 0.0473 -0.2495 -1.8208 0.12 0.28 0.16
H -0.8204 -1.4842 1.3701 0.15 0.02 -0.01
H 0.5056 0.6662 -2.1948 0.03 -0.01 -0.03
H 1.7668 -0.6026 0.0880 0.23 -0.67 -0.11
N 0.9158 -0.4829 0.6135 0.95 -0.79 0.28
H -0.8411 -0.4656 -2.4338 0.06 0.19 0.51
C -0.2175 -0.1063 -0.3276 0.84 0.44 0.26
O 0.8678 2.0153 0.1957 -0.62 -0.10 -0.28
C 0.0729 1.1609 0.5548 -0.86 0.39 -0.86
H 0.0448 -2.2830 -0.0283 -0.53 0.11 -0.27
H 0.7433 -1.0861 -2.0050 -0.13 0.27 0.18
H -1.5051 0.7630 1.7547 -0.09 0.14 0.07
C -0.2071 -1.3576 0.4818 0.05 -0.22 0.30
H -0.7413 2.2449 1.9947 0.10 -0.15 0.17
```
Forces are in eV/Å.

For the total energy, the calculation gives -9303.2218 eV. The HOMO-LUMO gap comes out at 0.3682 Eh. The highest occupied orbital energy comes out at -9.1203 eV.

=====

ORCA calculation (wB97M-V/def2-TZVPD) on a cluster of 2 separate species, C4H10N2O in total in a non-equilibrium geometry.

Structure (XYZ):
```
17
Properties=species:S:1:pos:R:3:forces:R:3
C -1.2155 1.3766 1.0011 0.01 -0.20 0.10
H 0.2757 -0.7142 -2.0194 0.01 0.03 -0.04
H -2.0333 1.4753 0.2942 0.02 0.06 -0.01
H -1.0603 -2.2027 0.5741 0.21 -0.07 -0.24
H -0.4901 -2.2858 -1.7192 0.00 -0.03 -0.02
C 0.5819 -1.4427 -0.0621 0.71 0.68 -0.21
N -0.2053 -1.7292 0.8755 -0.32 -0.09 0.70
H -1.2742 0.4041 1.4888 0.00 0.02 0.07
C 0.0835 1.5070 0.2765 0.91 0.08 1.16
N 0.1406 1.8551 -0.9231 -0.07 0.06 -0.57
C 0.3940 -1.6791 -1.5245 -0.08 -0.09 0.00
H 1.4820 -0.8441 0.2234 -0.54 -0.73 -0.29
H 1.0200 1.0244 1.9480 -0.20 -0.03 -0.15
H 1.0813 1.9752 -1.2883 0.16 -0.12 0.23
O 1.2430 1.2863 1.0458 -0.87 0.44 -0.72
H 1.2721 -2.1633 -1.9487 0.05 -0.05 -0.06
H -1.2954 2.1569 1.7577 0.00 0.05 0.04
```
Forces are in eV/Å.

For the total energy, the calculation gives -9337.2654 eV. The HOMO-LUMO gap comes out at 0.3995 Eh. As for the structure (SMILES): [H]/N=C(/C)O.[H]/N=C\C. The highest occupied orbital energy comes out at -9.9136 eV.

=====

ORCA calculation (wB97M-V/def2-TZVPD) on a structure of composition C4H8NS in a non-equilibrium geometry.

Structure (XYZ):
```
14
Properties=species:S:1:pos:R:3:forces:R:3
C -0.1780 0.0489 -0.3393 0.28 -0.99 -0.02
C -1.1453 -0.8131 0.5062 3.54 3.48 1.06
H -1.9885 -1.0202 -0.0049 -2.91 -1.03 -1.46
H -0.2651 1.0438 -2.1002 1.51 2.25 -2.14
H -1.9352 -1.2372 2.3424 -0.01 -0.37 0.04
C 1.2096 0.6237 0.1953 -0.20 -0.14 -2.73
H 3.5311 0.7508 -0.9742 -0.36 0.75 -0.04
H -1.6703 0.0517 -1.7780 -2.73 -1.01 -0.91
H 1.9549 -0.1660 0.3466 -0.62 0.50 1.13
N -1.1367 -0.9388 1.8040 1.16 -0.25 -1.61
H -0.2247 -0.8357 2.2302 -0.22 0.32 0.69
C -0.7682 0.4144 -1.4992 1.77 -1.45 3.48
H 0.8046 1.3741 0.8269 1.02 0.42 1.65
S 2.7731 1.8905 -0.8607 -2.22 -2.49 0.86
```
Forces are in eV/Å.

Its charge is +1. For the total energy, the calculation gives -16592.7027 eV. The HOMO-LUMO gap comes out at 0.2702 Eh. The highest occupied orbital energy comes out at -12.8896 eV.

=====

ORCA calculation (wB97M-V/def2-TZVPD) on a cluster of 2 separate species, C3H7O3 in total in a non-equilibrium geometry.

Structure (XYZ):
```
13
Properties=species:S:1:pos:R:3:forces:R:3
C 1.0312 0.1101 1.6959 -0.42 -2.05 2.67
O 0.9035 0.0889 -1.1702 -2.14 -0.91 0.20
O -0.9673 -0.6673 -0.3066 0.10 -1.37 0.04
H -1.2769 1.1081 -2.5214 -0.53 0.29 -0.07
H 1.1400 0.5997 2.7336 0.78 -1.24 -1.38
C -0.3402 0.1687 -0.9956 1.08 3.11 -0.45
H -2.0713 1.6099 -0.9948 -0.24 0.05 0.39
H 1.8979 -0.1529 1.0917 0.22 1.34 0.24
H -0.2418 -1.3712 1.2045 1.22 0.03 1.30
C -1.1379 1.3882 -1.4716 2.77 -0.16 -1.45
O 0.4737 -1.2746 1.8955 -1.02 1.71 -0.89
H -0.3608 2.2317 -1.5414 -1.37 -0.99 0.50
H 0.3143 0.7964 1.3065 -0.45 0.18 -1.08
```
Forces are in eV/Å.

For the total energy, the calculation gives -9363.5723 eV. The HOMO-LUMO gap (alpha / beta) comes out at 0.3958 / 0.2208 Eh. As for the multiplicity: 2. As for the expectation value of S²: 0.76. The highest occupied orbital energy (alpha / beta) comes out at -10.1075 / -10.0232 eV.

=====

ORCA calculation (wB97M-V/def2-TZVPD) on an isolated molecule of C3H6Br2S in a non-equilibrium geometry.

Structure (XYZ):
```
12
Properties=species:S:1:pos:R:3:forces:R:3
S -1.4923 0.6582 0.4702 2.17 0.39 -0.86
H -2.0047 -0.5356 0.7104 -0.21 -0.53 -0.22
Br 0.9450 2.8790 -0.4871 -0.34 -0.53 0.05
H 1.6755 0.8152 0.6577 -0.11 0.09 -0.44
H -0.6507 -1.8085 -0.8159 -2.17 -0.99 -1.05
C 0.2352 -1.3937 -0.5066 0.39 2.46 -0.15
H 1.8866 0.6744 -1.0709 0.01 -0.35 -0.40
H 0.9657 -1.4547 -1.2697 0.77 -0.31 -0.86
C 0.0109 0.0760 -0.2325 -3.08 -0.53 1.30
C 1.1610 0.9354 -0.3213 1.25 1.27 0.98
H 0.5272 -1.9923 0.2887 0.92 -0.73 1.92
Br -3.2593 1.1465 2.5767 0.40 -0.26 -0.28
```
Forces are in eV/Å.

For the total energy, the calculation gives -154126.3278 eV. The HOMO-LUMO gap (alpha / beta) comes out at 0.2210 / 0.2205 Eh. The highest occupied orbital energy (alpha / beta) comes out at -8.0888 / -8.0822 eV.

=====

ORCA calculation (wB97M-V/def2-TZVPD) on a structure of composition C13H18GaN2O3 in a non-equilibrium geometry.

Structure (XYZ):
```
37
Properties=species:S:1:pos:R:3:forces:R:3
C 1.2710 -0.1454 -0.6047 0.97 -1.54 -1.16
H 1.8229 0.6377 -1.1518 -0.28 -0.09 0.09
C -2.0562 2.7508 -0.3856 -0.30 -0.25 -0.56
C 0.2698 -2.3508 -1.0684 -0.66 0.34 -0.86
H 3.9862 0.4681 0.7445 -1.46 -0.44 0.00
C 0.9349 -2.8770 0.0680 -1.26 -0.58 -0.53
O -2.7355 -1.0115 2.4142 1.58 1.19 -1.12
C 0.5120 -4.1933 0.6538 -0.06 -0.01 0.08
C -0.4302 -0.3791 -2.5924 0.51 -2.19 0.47
H 2.3286 -2.4953 1.6079 0.44 -0.52 0.45
C -2.8166 0.7464 0.7408 1.74 -0.72 -1.08
H 2.4253 0.9980 1.5501 0.60 -0.54 -0.24
H 0.1752 -0.1688 -3.4707 0.09 0.46 0.06
Ga -0.0134 0.9873 0.5209 -0.95 0.39 -0.40
H 1.0885 -4.4872 1.5521 0.05 0.07 -0.83
O -3.1830 3.0600 -0.7408 1.04 0.52 0.47
H -0.7914 4.0090 -1.5512 0.32 0.00 0.71
H -1.1853 4.6630 0.0877 0.57 -0.86 -0.49
H 0.4732 -4.9740 -0.1266 0.07 0.22 0.52
C -2.0812 -0.2294 1.7456 -1.47 -0.40 0.55
C 0.4338 -1.0340 -1.4872 -0.49 0.66 1.27
H -1.1861 -1.1125 -2.9355 0.33 0.39 0.26
H 3.3449 -0.4132 2.0871 0.02 -0.15 0.60
H -0.4866 -2.9775 -1.5928 0.76 0.44 0.42
N 0.4786 3.1853 0.0371 -0.29 -0.28 0.04
H -3.4303 0.2244 -0.0359 0.45 0.08 0.98
O -0.7202 -0.1015 1.8289 -0.70 -0.35 0.23
H 0.9326 3.7207 0.8135 -0.83 -0.38 -1.01
C 2.1273 -0.8169 0.3984 -1.12 1.55 -0.61
C -0.8553 3.7483 -0.4747 -0.61 0.35 0.23
H -3.4431 1.4476 1.2644 -0.36 0.04 0.38
H -0.5016 -4.0507 1.0469 -0.10 -0.05 -0.27
H 1.1184 3.2050 -0.7639 -0.02 0.02 0.55
C 3.0111 0.1074 1.2085 0.78 0.32 -0.11
H -0.9534 0.4644 -2.1781 -0.07 0.57 -0.12
N -1.7323 1.5194 0.0659 -0.41 0.25 0.44
C 1.8674 -2.1246 0.7240 1.13 1.48 0.62
```
Forces are in eV/Å.

Its charge is +1. For the total energy, the calculation gives -75266.2401 eV. The HOMO-LUMO gap comes out at 0.2722 Eh. The highest occupied orbital energy comes out at -12.5234 eV.

=====

ORCA calculation (wB97M-V/def2-TZVPD) on the ion C4H2IN2 with charge +1 in a non-equilibrium geometry.

Structure (XYZ):
```
9
Properties=species:S:1:pos:R:3:forces:R:3
N 0.5264 1.3431 1.0802 -0.88 2.93 0.35
C 1.0099 0.1995 1.0816 -2.47 -2.63 -3.55
H -1.7051 -0.0515 -1.7030 0.20 -0.26 0.09
I 0.3471 -2.6484 -0.7415 -0.17 0.07 -0.15
N -1.1829 1.5336 -0.5254 0.92 2.05 1.75
C -0.3864 1.8025 0.3695 0.19 -2.34 -0.77
C -0.1324 -0.7103 -0.4246 2.12 1.68 2.82
C -0.9992 0.1783 -0.9087 -0.21 -1.43 -0.81
H 1.7922 -0.2578 1.6591 0.29 -0.07 0.27
```
Forces are in eV/Å.

Its charge is +1. For the total energy, the calculation gives -15247.4470 eV. The HOMO-LUMO gap (alpha / beta) comes out at 0.2643 / 0.2643 Eh. The highest occupied orbital energy (alpha / beta) comes out at -14.0033 / -14.0032 eV.

=====

ORCA calculation (wB97M-V/def2-TZVPD) on an isolated molecule of C4H8F2 in a non-equilibrium geometry.

Structure (XYZ):
```
14
Properties=species:S:1:pos:R:3:forces:R:3
H 2.3766 -0.5166 0.5394 -0.42 0.80 -0.08
C -0.4842 -0.2188 0.6028 0.38 -1.08 0.58
C 1.9081 0.1570 -0.2149 0.28 0.85 0.57
F -1.9976 1.2426 -0.3532 0.22 0.90 -0.74
H 0.4267 -1.2027 -0.9818 0.07 0.37 -0.50
H -2.4294 0.2551 1.1808 -0.89 -1.02 0.44
H 2.4833 -0.0339 -1.1078 0.24 0.08 -0.42
H 0.1609 0.5726 -1.2427 -0.45 -0.32 -0.31
C -1.9043 0.0224 0.2673 -0.07 2.38 0.83
H -0.4069 -1.1346 1.2028 0.03 0.07 -0.12
C 0.4458 -0.2017 -0.5329 1.48 -0.55 -1.45
H -0.1076 0.5713 1.2029 -0.48 0.94 1.18
H 2.0504 1.2960 0.0015 -0.29 -2.14 0.06
F -2.5218 -0.8085 -0.5640 -0.09 -1.28 -0.06
```
Forces are in eV/Å.

For the total energy, the calculation gives -9712.3896 eV. The HOMO-LUMO gap comes out at 0.4627 Eh. As for the structure (SMILES): CCCC(F)F. The highest occupied orbital energy comes out at -11.4984 eV.

=====

Per-record ΔE to the lowest compared entry with this formula, charge and spin, kJ/mol: 880.3; 159.9; 306.0; 166.2; 260.9; 175.8; 163.3; 52.9; 249.1; 78.2